(1)
DFT (ωB97M-V/def2-TZVPD) results for the molecule C10H14N2O2S2 in a non-equilibrium geometry.

Results
- orbital gap (eV) = 9.9901
- spin multiplicity = 1
- energy relative to the best compared isomer or geometry (same formula, charge and spin) (kcal/mol) = 0.00
- molecular weight (g/mol) = 258.368
- SMILES = O=S(=O)(NC1=NCCCCC1)c1cccs1

```
30
Properties=species:S:1:pos:R:3:forces:R:3:mulliken_charge:R:1
O -0.37934 -1.45172 -3.04972 -0.1 0.1 0.2 -0.67
S 0.30025 -2.13375 -1.99364 0.0 0.1 0.1 1.02
O 0.89396 -3.40528 -2.25446 0.2 -0.1 0.3 -0.67
N 1.53876 -1.17356 -1.38156 -0.2 -1.0 -0.9 -0.16
C 1.24273 -0.06962 -0.57440 -0.2 0.7 0.5 0.21
N 1.77328 -0.06628 0.57001 0.1 -0.6 -0.4 -0.55
C 1.68030 0.99876 1.52861 0.2 0.5 0.1 -0.67
C 1.48763 2.41113 0.97137 -0.2 -0.1 0.2 -0.59
C 0.04495 2.71848 0.56849 0.1 -0.1 0.0 -0.84
C -0.62001 1.57479 -0.20047 0.1 0.2 0.0 -0.55
C 0.31741 0.92779 -1.22149 -0.3 0.1 0.3 -0.56
C -0.81062 -2.25431 -0.62009 0.5 -0.2 -0.3 0.32
C -2.04984 -1.70378 -0.50445 0.2 0.0 -0.2 -0.36
C -2.62012 -1.94196 0.76416 0.0 0.0 0.1 -0.55
C -1.79478 -2.65764 1.57526 0.4 -0.1 -0.2 -0.49
S -0.31004 -3.06217 0.80911 -0.4 0.1 0.1 -0.10
H 2.24986 -1.76373 -0.96853 0.0 -0.1 0.1 0.41
H 0.87379 0.75337 2.22936 0.1 0.0 0.1 0.26
H 2.61882 0.95666 2.09244 -0.2 0.1 0.1 0.42
H 2.15404 2.52885 0.11490 0.1 0.1 0.0 0.29
H 1.80274 3.13121 1.72935 0.1 0.0 -0.1 0.37
H 0.04145 3.62125 -0.04666 -0.1 0.0 0.0 0.29
H -0.54552 2.92893 1.46318 0.0 0.1 0.0 0.36
H -0.96158 0.80646 0.49783 0.0 0.0 0.0 0.28
H -1.50275 1.96013 -0.71412 0.0 -0.1 0.0 0.46
H -0.24831 0.40750 -1.99326 0.1 0.2 0.0 0.20
H 0.91393 1.69232 -1.72493 0.0 0.0 -0.1 0.47
H -2.52043 -1.16229 -1.30377 -0.1 0.1 -0.2 0.54
H -3.59519 -1.59563 1.05469 -0.2 0.0 0.1 0.41
H -1.97536 -2.97589 2.58280 0.0 -0.1 0.2 0.45
```
Positions in Å, forces in eV/Å.


(2)
DFT (ωB97M-V/def2-TZVPD) results for a cluster of 3 separate species, C2H9O2S in total in a non-equilibrium geometry.

Results
- orbital gap (eV) = 6.1897
- total charge = -1
- spin multiplicity = 1
- energy relative to the best compared isomer or geometry (same formula, charge and spin) (kcal/mol) = 16.07
- molecular weight (g/mol) = 97.159

```
14
Properties=species:S:1:pos:R:3:forces:R:3:mulliken_charge:R:1
C 0.27839 -2.64823 -0.27764 0.1 0.1 0.2 -1.01
C -0.07524 -1.40587 -1.10484 -0.7 -0.4 0.6 -0.44
S -1.31090 -0.31679 -0.29807 0.3 0.2 0.1 -0.73
H 1.17512 -3.16422 -0.65283 0.0 0.1 0.0 0.33
H -0.53319 -3.37645 -0.29003 -0.1 0.1 0.1 0.27
H 0.45585 -2.35786 0.76595 0.0 -0.1 -0.1 0.24
H -0.59554 -1.76115 -1.99541 0.6 0.2 -0.5 0.18
H 0.85036 -0.86294 -1.29511 -0.1 0.1 -0.4 0.21
H -1.08806 3.82718 0.15332 0.3 -0.6 0.1 0.29
H -1.20660 2.55035 -0.80967 0.2 -0.5 0.6 0.32
O -1.49136 3.45154 -0.62751 -0.6 0.9 -0.7 -0.66
H 3.11646 1.39601 1.66688 -0.4 -0.2 -0.2 0.32
H 2.77025 -0.05462 2.13947 -0.1 0.4 -0.2 0.35
O 3.35871 0.69832 2.27775 0.4 -0.2 0.4 -0.67
```
Positions in Å, forces in eV/Å.


(3)
DFT (ωB97M-V/def2-TZVPD) results for a structure of composition C5H10O.

Results
- orbital gap (eV) = 9.8968
- spin multiplicity = 1
- energy relative to the best compared isomer or geometry (same formula, charge and spin) (kcal/mol) = 61.20
- molecular weight (g/mol) = 86.134

```
16
Properties=species:S:1:pos:R:3:forces:R:3:mulliken_charge:R:1
C -1.15008 -1.11895 -0.05395 0.0 0.0 0.0 -1.43
C -0.48585 0.22958 -0.24376 -0.4 0.0 0.1 1.66
C -1.45963 1.38899 -0.28331 0.0 0.0 0.0 -1.44
C 0.81399 0.46553 0.50199 0.1 0.0 -0.1 -0.70
C 1.41387 0.42161 -0.68820 0.2 0.1 0.1 -0.42
O 0.31825 0.20736 -1.49156 0.0 0.0 -0.1 -0.46
H -1.90921 -1.28121 -0.82702 0.1 0.0 0.1 0.34
H -1.63947 -1.16795 0.92526 0.1 0.0 -0.1 0.33
H -0.40621 -1.91824 -0.11502 -0.1 0.1 0.0 0.35
H -2.21983 1.22464 -1.05457 0.1 0.0 0.1 0.34
H -0.92931 2.32097 -0.49684 -0.1 -0.1 0.0 0.36
H -1.96463 1.48765 0.68439 0.1 0.0 -0.1 0.32
H 2.76361 -1.53572 1.19768 0.1 -0.1 0.1 -0.22
H 1.09394 0.62397 1.53333 0.0 -0.1 -0.2 0.35
H 2.40688 0.49954 -1.11851 -0.1 0.0 0.1 0.38
H 3.35367 -1.84778 1.53009 -0.1 0.0 0.0 0.22
```
Positions in Å, forces in eV/Å.


(4)
DFT (ωB97M-V/def2-TZVPD) results for the ion C6H13NO with charge +1 in a non-equilibrium geometry.

Results
- orbital gap (alpha / beta) (eV) = 11.1874 / 6.1797
- total charge = +1
- spin multiplicity = 2
- energy relative to the best compared isomer or geometry (same formula, charge and spin) (kcal/mol) = 56.18
- molecular weight (g/mol) = 115.176

```
21
Properties=species:S:1:pos:R:3:forces:R:3:mulliken_spin:R:1
C -0.41901 0.32743 -0.94264 2.9 -3.4 1.0 0.01
C -1.54600 -0.46195 -1.42065 -3.9 -2.3 -2.6 -0.01
C -1.25236 -1.88498 -2.02876 -1.4 -0.4 0.5 0.00
C -0.38104 0.31152 0.56189 -3.1 -0.3 -0.2 -0.07
N 0.76951 0.57997 1.22573 5.0 2.7 0.7 0.64
C 2.18757 0.60610 0.62157 0.0 -0.4 0.6 -0.02
C 0.63047 1.17623 2.53880 -0.2 0.5 2.0 0.01
O -1.33919 0.10086 1.30104 0.6 0.0 -1.0 0.28
H 0.56133 -0.25620 -1.25630 -1.8 1.4 0.4 -0.01
H -0.40657 1.24910 -1.40547 0.4 2.4 -0.4 -0.01
H -2.41434 -0.62127 -0.70886 1.4 0.3 -0.3 0.00
H -2.13331 -0.03020 -2.26501 0.9 0.7 0.6 0.00
H -1.88167 -2.04820 -2.97919 0.2 -0.2 2.1 0.00
H -0.31118 -2.16965 -2.42928 1.6 0.8 -0.1 0.00
H -1.35033 -2.58349 -1.16085 -0.6 -0.1 -1.2 0.00
H 2.83117 0.04810 1.33015 -0.5 0.5 0.1 0.03
H 2.25190 -0.03216 -0.27091 -0.4 0.8 0.1 0.00
H 2.67290 1.64826 0.51917 -1.4 -1.4 0.1 0.03
H 0.11422 0.34153 3.13070 0.9 1.1 -0.2 0.06
H 1.53811 1.69785 3.05184 -1.1 -1.8 -1.4 0.00
H -0.12216 2.00112 2.58704 0.2 -0.8 -0.6 0.03
```
Positions in Å, forces in eV/Å.